Record 1
Entry from OMol25: C17H13ClN4 in the gas phase at a distorted geometry (wB97M-V/def2-TZVPD).

Geometry as XYZ:
```
35
Properties=species:S:1:pos:R:3:lowdin_charge:R:1
Cl 1.41258 -1.81422 4.20042 0.6590
N 0.15555 2.88379 -2.15984 0.0638
N 0.88153 3.87008 -1.55861 0.0524
C 0.14213 1.85742 -1.35759 -0.2210
C 1.34189 3.45009 -0.41504 -0.3099
C -0.44464 -0.38550 -0.49519 -0.1046
C -0.54069 0.55794 -1.48707 -0.1805
C -2.45741 -4.09584 -0.84939 -0.1042
C -1.06635 -4.05686 -1.02739 -0.0722
C -3.21629 -2.96002 -0.58734 -0.0702
C 1.89272 0.53999 3.01122 -0.1122
C -0.41491 -2.82020 -0.93948 -0.0379
C -2.53693 -1.72857 -0.49729 -0.0138
C 0.55964 -1.02742 1.71364 -0.0342
C 1.75712 1.51244 1.99129 0.0052
C 1.27236 -0.68415 2.88168 -0.6566
C -1.13191 -1.67916 -0.60850 -0.2347
C 0.40406 -0.09147 0.69068 -0.0680
C 1.00972 1.21562 0.84169 -0.0974
N -1.24385 0.33624 -2.66349 0.1238
N 0.90717 2.13381 -0.22636 0.1030
C 2.17858 4.36765 0.45536 -0.0221
H -2.93887 -5.09915 -0.94405 0.1121
H -0.59522 -5.01738 -1.28574 0.1084
H -4.29505 -3.01394 -0.50444 0.1011
H 2.46451 0.77851 3.89147 0.0996
H 0.64949 -2.77954 -1.09146 0.1190
H -3.07190 -0.80993 -0.32529 0.1160
H 0.10987 -2.01113 1.64345 0.1120
H 2.24588 2.46475 2.17811 0.0916
H -1.49120 -0.62629 -2.94592 0.1124
H -1.13006 1.00174 -3.45772 0.1134
H 1.73917 4.46961 1.47119 0.0831
H 3.18850 3.93060 0.51406 0.0834
H 2.26281 5.33049 -0.05705 0.0801
```

Summary:
* SMILES string: Cc1nnc2c(N)c(-c3ccccc3)c3cc(Cl)ccc3n12
* HOMO-LUMO gap: 8.28 eV
* relative energy (zero: lowest compared OMol25 entry of this formula, charge and spin): 0.00 kcal/mol
* highest occupied orbital energy: -7.86 eV

***

Record 2
Entry from OMol25: C5H7NO in the gas phase at a distorted geometry (wB97M-V/def2-TZVPD).

Geometry as XYZ:
```
14
Properties=species:S:1:pos:R:3:lowdin_charge:R:1
O 1.69879 -0.48785 -2.08158 0.0751
C 0.89645 -0.30748 -1.18633 -0.4155
C -0.49819 0.37209 -1.44014 -0.1694
N -0.47145 1.13541 -0.26292 0.0460
C -1.03105 0.36818 0.82922 -0.2291
C 0.22653 -0.33813 1.36123 -0.1678
C 1.17993 -0.37580 0.21928 0.0389
H -0.37039 0.98075 -2.33763 0.1221
H -1.32062 -0.34287 -1.55722 0.1170
H -1.78205 -0.36079 0.49353 0.1107
H -1.48314 1.02245 1.57874 0.1111
H 0.09747 -1.30132 1.87743 0.1176
H 0.65866 0.35697 2.09025 0.1207
H 2.18534 -0.74431 0.43599 0.1227
```

Summary:
* HOMO-LUMO gap (alpha / beta): 7.95 / 8.61 eV
* relative energy (zero: lowest compared OMol25 entry of this formula, charge and spin): 86.96 kcal/mol
* highest occupied orbital energy (alpha / beta): -8.96 / -9.00 eV

***

Record 3
Entry from OMol25: 7 unconnected molecules or ions with the total composition C37H40F48N2O8P (wB97M-V/def2-TZVPD).

Geometry as XYZ:
```
136
Properties=species:S:1:pos:R:3:lowdin_charge:R:1
C -3.78130 1.71662 0.60240 -0.1504
C -4.91271 0.72497 0.25255 -0.4199
P -5.43144 -0.23051 1.74538 0.9722
C -7.11348 -0.85452 1.30659 -0.2764
C -4.44539 -1.80338 1.61664 -0.4591
C -4.42847 -2.57470 0.26715 -0.0654
N -2.99775 -3.12541 0.13062 0.1398
C -2.43610 -2.99579 1.51133 -0.3565
O -1.07635 -3.26094 1.45602 -0.0947
N -0.32712 -2.79406 2.73783 0.1357
O -0.66364 -3.39235 3.64211 0.1661
C -2.95477 -1.61929 1.89736 -0.1267
H -3.13386 1.89921 -0.25490 0.0529
H -4.19651 2.66562 0.93512 0.0771
H -3.15890 1.34843 1.42006 0.0507
H -5.79345 1.27206 -0.08326 0.0784
H -4.59378 0.08337 -0.57293 0.0532
H -7.20256 -1.92996 1.46303 0.0364
H -7.82104 -0.36662 1.97381 0.0326
H -7.38466 -0.62818 0.27577 0.0414
H -4.90396 -2.45650 2.36371 0.1123
H -4.59506 -1.89818 -0.56481 0.1095
H -5.11610 -3.41236 0.21647 0.1353
H -2.48704 -2.53205 -0.52719 0.1410
H -2.95689 -4.09452 -0.18046 0.1924
H -2.98843 -3.73842 2.10275 0.1711
H -2.56621 -0.90240 1.15800 0.1212
H -2.66265 -1.23546 2.87080 0.1340
C -1.31267 0.41176 -2.69089 -0.0229
C -0.54543 1.70277 -2.37816 -0.4364
C 0.78806 1.92117 -3.09960 -0.2993
F 1.66306 0.94552 -2.77400 0.1008
F 1.29604 3.10330 -2.70044 0.1090
F -0.39060 1.82951 -1.04503 0.1382
F -1.35340 2.71960 -2.80528 0.1014
O -1.15900 -0.64280 -1.74367 0.0218
C -0.19206 -1.60519 -1.86652 -0.5290
C 0.74295 -1.62933 -0.64773 -0.2993
F 1.40985 -0.46978 -0.53488 0.1183
F 1.62816 -2.63387 -0.79665 0.1201
F 0.45650 -1.55607 -3.02494 0.1881
F -0.86662 -2.80731 -1.83062 0.1016
H -2.36357 0.68748 -2.62087 0.1425
H -1.12554 0.07168 -3.70879 0.1534
H 0.64337 1.93928 -4.18179 0.1607
H 0.13591 -1.79712 0.24082 0.1377
C -0.21034 5.89873 -3.78728 -0.0397
C -0.52391 7.39094 -3.97146 -0.4405
C -1.89808 7.76914 -4.53983 -0.3009
F -2.05686 7.27992 -5.78984 0.0870
F -1.98529 9.11378 -4.60554 0.1044
F 0.44537 7.99143 -4.68703 0.1411
F -0.51689 7.92331 -2.71432 0.1071
O 0.56648 5.28428 -4.80065 0.0413
C 0.01605 4.71475 -5.90494 -0.5332
C 0.50365 5.38141 -7.19845 -0.2777
F 0.17702 6.68587 -7.16524 0.1035
F -0.11591 4.80067 -8.24623 0.1080
F -1.32696 4.67225 -5.85313 0.1538
F 0.44493 3.41664 -5.95329 0.1149
H 0.42790 5.85969 -2.90542 0.1381
H -1.11276 5.32906 -3.56412 0.1376
H -2.69875 7.39013 -3.89971 0.1729
H 1.58465 5.27441 -7.30291 0.1803
C 5.74634 4.84378 -2.74700 -0.0369
C 6.50635 4.68318 -1.42285 -0.4445
C 5.79699 3.93867 -0.28530 -0.3090
F 4.68127 4.59361 0.09670 0.0940
F 6.62886 3.86816 0.77495 0.1038
F 6.95186 5.87474 -0.98670 0.1462
F 7.59110 3.90503 -1.71827 0.1008
O 5.10332 6.08543 -2.96505 0.0592
C 3.81561 6.31753 -2.58785 -0.5424
C 3.69876 7.49970 -1.61482 -0.2792
F 4.40970 7.26129 -0.49908 0.1094
F 2.39562 7.63638 -1.27321 0.0939
F 3.21764 5.21870 -2.08655 0.1368
F 3.11437 6.67201 -3.69291 0.1384
H 6.51862 4.80247 -3.51309 0.1510
H 5.07154 4.00286 -2.91085 0.1455
H 5.53330 2.92454 -0.59745 0.1713
H 4.05154 8.41574 -2.09129 0.1787
C -0.46114 -8.86426 5.81436 -0.0277
C -0.00708 -9.06131 7.26682 -0.4418
C -1.08784 -9.09285 8.35446 -0.3014
F -1.74627 -7.91762 8.40242 0.0998
F -0.48724 -9.29418 9.54660 0.1043
F 0.94205 -8.16178 7.58455 0.1433
F 0.56300 -10.30413 7.31160 0.0982
O -0.35162 -7.54585 5.29961 0.0552
C -1.35982 -6.63958 5.38144 -0.5445
C -0.93216 -5.37629 6.14643 -0.2988
F -0.57743 -5.68287 7.40148 0.1207
F -1.98473 -4.52216 6.18824 0.0901
F -2.49220 -7.15555 5.87909 0.1608
F -1.64137 -6.22491 4.10804 0.1090
H 0.24447 -9.44264 5.22095 0.1515
H -1.45389 -9.28367 5.65178 0.1492
H -1.79886 -9.90258 8.17208 0.1762
H -0.09391 -4.89571 5.64129 0.1577
C 2.67708 -11.04864 9.86851 -0.0457
C 3.84649 -10.14173 10.27288 -0.4385
C 5.23857 -10.49064 9.73372 -0.3090
F 5.64129 -11.69314 10.18718 0.0993
F 6.11647 -9.55872 10.16475 0.1008
F 3.89401 -9.99856 11.61004 0.1448
F 3.56163 -8.91834 9.72702 0.0956
O 2.27248 -12.03119 10.80173 0.0556
C 2.80101 -13.29031 10.80816 -0.5452
C 3.47004 -13.62347 12.15033 -0.2871
F 4.46531 -12.75396 12.40460 0.1043
F 3.99383 -14.86587 12.07432 0.1026
F 3.63911 -13.49844 9.77763 0.1514
F 1.77324 -14.16346 10.66944 0.1386
H 1.82281 -10.37735 9.80021 0.1265
H 2.83668 -11.47135 8.87597 0.1452
H 5.23686 -10.49592 8.64040 0.1718
H 2.73287 -13.58370 12.95417 0.1754
C -0.98498 9.39980 -8.53627 -0.0466
C -1.37280 10.87117 -8.72921 -0.4397
C -2.73224 11.17143 -9.37174 -0.3082
F -2.79070 10.68973 -10.62888 0.0977
F -2.90055 12.51039 -9.42299 0.1017
F -0.39728 11.53432 -9.37768 0.1432
F -1.46958 11.39174 -7.46735 0.0985
O -0.11039 8.83786 -9.49955 0.0481
C -0.57263 8.20703 -10.61787 -0.5447
C -0.06071 8.86995 -11.90614 -0.2874
F -0.45781 10.15322 -11.96891 0.1060
F -0.57658 8.20850 -12.96579 0.1004
F -1.91059 8.08388 -10.62576 0.1543
F -0.05692 6.95035 -10.61584 0.1309
H -0.40686 9.38853 -7.61319 0.1415
H -1.86136 8.77310 -8.37123 0.1429
H -3.53949 10.73461 -8.77788 0.1721
H 1.02924 8.82163 -11.93899 0.1749
```

Summary:
* HOMO-LUMO gap: 7.50 eV
* relative energy (zero: lowest compared OMol25 entry of this formula, charge and spin): 0.00 kcal/mol
* total charge: +1
* highest occupied orbital energy: -12.01 eV

***

relative energy (zero: lowest compared OMol25 entry of this formula, charge and spin) of number 3 (C37H40F48N2O8P)?
0.00 kcal/mol

***

Please write out number 2 again, unchanged.
Entry from OMol25: C5H7NO in the gas phase at a distorted geometry (wB97M-V/def2-TZVPD).

Geometry as XYZ:
```
14
Properties=species:S:1:pos:R:3:lowdin_charge:R:1
O 1.69879 -0.48785 -2.08158 0.0751
C 0.89645 -0.30748 -1.18633 -0.4155
C -0.49819 0.37209 -1.44014 -0.1694
N -0.47145 1.13541 -0.26292 0.0460
C -1.03105 0.36818 0.82922 -0.2291
C 0.22653 -0.33813 1.36123 -0.1678
C 1.17993 -0.37580 0.21928 0.0389
H -0.37039 0.98075 -2.33763 0.1221
H -1.32062 -0.34287 -1.55722 0.1170
H -1.78205 -0.36079 0.49353 0.1107
H -1.48314 1.02245 1.57874 0.1111
H 0.09747 -1.30132 1.87743 0.1176
H 0.65866 0.35697 2.09025 0.1207
H 2.18534 -0.74431 0.43599 0.1227
```

Summary:
* HOMO-LUMO gap (alpha / beta): 7.95 / 8.61 eV
* relative energy (zero: lowest compared OMol25 entry of this formula, charge and spin): 86.96 kcal/mol
* highest occupied orbital energy (alpha / beta): -8.96 / -9.00 eV